{
  "formula": "C3H2N2O2",
  "method": "wB97M-V/def2-TZVPD",
  "gap_ev": 10.071,
  "smiles": "O=c1ncnco1",
  "fmax_ev_per_a": 3.3,
  "molar_mass_g_mol": 98.1,
  "total_energy_ha": -375.4942,
  "de_lowest_kcal_mol": 10.9,
  "e_homo_ev": -10.8398,
  "e_lumo_ev": -0.8,
  "total_charge": 0,
  "elements": ["C", "C", "C", "H", "H", "N", "N", "O", "O"],
  "positions_angstrom": [[0.98, 0.08, 0.01], [-0.97, 1.11, -0.01], [-1.06, -1.10, 0.01], [-1.64, 2.01, -0.16], [-1.53, -2.12, -0.01], [0.31, 1.26, 0.11], [-1.75, 0.02, -0.06], [2.18, -0.06, -0.08], [0.26, -1.10, 0.06]],
  "mulliken_charge": [0.5481, 0.2281, 0.2493, 0.3598, 0.3544, -0.4524, -0.4963, -0.5094, -0.2816]
}

---

{
  "formula": "C4H5NO2",
  "method": "wB97M-V/def2-TZVPD",
  "gap_ev": 9.600,
  "smiles": "COc1ccno1",
  "fmax_ev_per_a": 8.2,
  "molar_mass_g_mol": 99.1,
  "total_energy_ha": -360.5152,
  "de_lowest_kcal_mol": 96.7,
  "e_homo_ev": -8.8370,
  "e_lumo_ev": 0.8,
  "total_charge": 0,
  "elements": ["C", "C", "C", "C", "H", "H", "H", "H", "H", "N", "O", "O"],
  "positions_angstrom": [[-1.25, 1.43, 0.25], [0.55, 0.34, 0.05], [-0.06, -0.94, -0.24], [1.04, -1.81, -0.31], [-1.86, 0.86, -0.49], [-1.42, 0.97, 1.37], [-1.29, 2.57, 0.21], [-1.04, -1.24, -0.71], [1.10, -2.76, -0.45], [2.17, -1.17, 0.01], [0.14, 1.52, 0.10], [1.90, 0.23, 0.22]],
  "mulliken_charge": [-0.6772, 0.7234, -0.1716, -0.6437, 0.2631, 0.3212, 0.2610, 0.2149, 0.5568, -0.3595, -0.3084, -0.1800]
}

---

{
  "formula": "C5H14SSi",
  "method": "wB97M-V/def2-TZVPD",
  "s2": 2.008,
  "gap_ev": [7.643, 9.389],
  "fmax_ev_per_a": 4.0,
  "molar_mass_g_mol": 134.3,
  "total_energy_ha": -886.4267,
  "de_lowest_kcal_mol": 0.0,
  "e_homo_ev": [-6.8517, -9.7344],
  "spin_multiplicity": 3,
  "e_lumo_ev": [0.8, -0.3],
  "total_charge": 0,
  "elements": ["C", "C", "C", "C", "C", "Si", "S", "H", "H", "H", "H", "H", "H", "H", "H", "H", "H", "H", "H", "H", "H"],
  "positions_angstrom": [[-1.36, -2.71, 0.19], [0.70, 0.20, -1.90], [0.55, 2.46, 0.29], [1.69, -0.44, 1.09], [-1.16, 0.17, 0.74], [0.59, 0.62, -0.04], [-2.78, 0.46, 0.02], [-0.83, -3.55, 0.72], [-0.90, -2.38, -0.75], [-2.15, -2.35, 0.75], [1.56, -0.22, -2.40], [-0.07, -0.54, -1.95], [0.44, 1.09, -2.38], [0.16, 2.55, 1.29], [1.52, 2.83, 0.12], [0.01, 3.06, -0.34], [1.67, -0.25, 2.12], [1.34, -1.47, 1.02], [2.67, -0.15, 0.77], [-1.31, 0.20, 1.84], [-2.33, 0.41, -1.21]],
  "mulliken_spin": [0.9008, 0.0024, 0.0360, 0.0281, 0.8237, 0.0021, 0.1522, 0.0218, 0.0355, 0.0320, -0.0003, -0.0004, -0.0005, -0.0095, 0.0038, -0.0047, -0.0076, -0.0115, 0.0008, -0.0052, 0.0006]
}

---

{
  "formula": "C5H10O2",
  "method": "wB97M-V/def2-TZVPD",
  "gap_ev": 10.510,
  "smiles": "CCO[C@H](C)C=O",
  "fmax_ev_per_a": 0.7,
  "molar_mass_g_mol": 102.1,
  "total_energy_ha": -346.9558,
  "de_lowest_kcal_mol": 43.7,
  "e_homo_ev": -9.5701,
  "e_lumo_ev": 0.9,
  "total_charge": 0,
  "elements": ["C", "C", "O", "C", "C", "C", "O", "H", "H", "H", "H", "H", "H", "H", "H", "H", "H"],
  "positions_angstrom": [[2.26, 0.04, -0.54], [0.90, 0.12, 0.14], [0.02, 0.72, -0.77], [-1.24, 1.10, -0.24], [-2.10, -0.07, 0.24], [0.49, -1.33, 0.49], [0.32, -2.17, -0.36], [2.64, 1.04, -0.76], [2.13, -0.51, -1.47], [2.99, -0.49, 0.09], [0.95, 0.71, 1.07], [-1.74, 1.61, -1.07], [-1.10, 1.84, 0.56], [-1.92, -0.31, 1.30], [-3.16, 0.16, 0.14], [0.39, -1.56, 1.58], [-1.88, -0.95, -0.36]],
  "mulliken_charge": [-1.4636, 0.5598, -0.4019, -0.2625, -1.1079, -0.3050, -0.4589, 0.3444, 0.3476, 0.4003, 0.3380, 0.3212, 0.3016, 0.2808, 0.3647, 0.4120, 0.3295]
}

---

{
  "formula": "C2H3Cl",
  "method": "wB97M-V/def2-TZVPD",
  "gap_ev": [8.321, 9.683],
  "fmax_ev_per_a": 6.1,
  "molar_mass_g_mol": 62.5,
  "total_energy_ha": -537.9750,
  "de_lowest_kcal_mol": 121.5,
  "e_homo_ev": [-8.2150, -9.2391],
  "e_lumo_ev": [0.1, 0.4],
  "total_charge": 0,
  "elements": ["C", "C", "Cl", "H", "H", "H"],
  "positions_angstrom": [[0.32, -0.54, 0.14], [-1.40, 0.66, 0.06], [-2.84, -0.12, -0.06], [1.19, 0.06, 0.08], [0.12, -1.56, -0.07], [-1.31, 1.72, 0.18]],
  "mulliken_charge": [-0.6385, -0.2954, -0.1126, 0.3177, 0.3504, 0.3783]
}

---

{
  "formula": "C31H40F12I2NO14",
  "method": "wB97M-V/def2-TZVPD",
  "s2": 0.754,
  "gap_ev": [7.896, 9.190],
  "fmax_ev_per_a": 1.1,
  "molar_mass_g_mol": 1132.4,
  "total_energy_ha": -4107.1201,
  "e_homo_ev": [-7.4692, -8.7645],
  "spin_multiplicity": 2,
  "e_lumo_ev": [0.4, 0.4],
  "total_charge": 0,
  "elements": ["C", "C", "I", "C", "I", "C", "C", "C", "O", "C", "C", "F", "F", "C", "F", "F", "C", "F", "F", "C", "F", "F", "C", "C", "C", "C", "N", "O", "C", "C", "C", "C", "H", "H", "H", "H", "H", "H", "H", "H", "H", "H", "H", "H", "H", "H", "H", "H", "H", "H", "H", "H", "H", "H", "H", "H", "H", "H", "H", "H", "C", "C", "O", "C", "O", "O", "F", "H", "H", "H", "C", "C", "O", "C", "O", "O", "F", "H", "H", "H", "C", "C", "O", "C", "O", "O", "F", "H", "H", "H", "C", "C", "O", "C", "O", "O", "F", "H", "H", "H"],
  "positions_angstrom": [[1.51, -1.62, -2.09], [0.13, -1.44, -1.46], [-0.54, -3.45, -0.88], [-0.01, -0.56, -0.20], [1.78, -0.81, 1.01], [-0.55, 0.92, -0.32], [-1.62, 1.02, 0.81], [-1.13, 0.73, 2.23], [-1.48, -0.62, 2.53], [-1.33, -1.01, 3.87], [-0.71, -2.42, 3.91], [-0.67, -2.96, 2.66], [-1.49, -3.24, 4.66], [0.72, -2.46, 4.48], [0.62, -2.42, 5.84], [1.41, -1.37, 4.10], [1.53, -3.73, 4.11], [0.73, -4.82, 4.20], [2.54, -3.86, 5.00], [2.16, -3.71, 2.69], [2.70, -4.94, 2.48], [3.16, -2.81, 2.66], [-1.36, 1.22, -1.61], [-0.68, 1.87, -2.83], [-1.82, 2.54, -3.63], [-0.04, 0.87, -3.81], [0.31, 2.93, -2.47], [-0.08, 4.14, -2.63], [1.20, 2.68, -1.30], [2.46, 1.88, -1.72], [1.74, 4.04, -0.80], [0.42, 2.10, -0.10], [1.37, -1.93, -3.13], [2.07, -2.43, -1.62], [2.09, -0.70, -2.10], [-0.58, -1.17, -2.23], [-0.72, -1.07, 0.44], [-2.41, 0.30, 0.58], [-2.08, 2.00, 0.78], [-1.64, 1.40, 2.93], [-0.06, 0.90, 2.35], [-0.73, -0.30, 4.44], [-2.32, -1.08, 4.34], [1.43, -3.52, 1.90], [-1.87, 0.32, -1.97], [-2.16, 1.89, -1.31], [-2.43, 3.19, -3.02], [-1.44, 3.05, -4.51], [-2.46, 1.72, -3.98], [-0.74, 0.05, -3.96], [0.11, 1.37, -4.77], [0.89, 0.45, -3.45], [3.26, 2.57, -1.96], [2.30, 1.29, -2.62], [2.83, 1.27, -0.90], [2.50, 3.81, -0.05], [0.97, 4.63, -0.31], [2.23, 4.59, -1.60], [-0.21, 2.94, 0.22], [1.13, 1.94, 0.71], [-3.51, -4.35, -4.21], [-4.79, -3.98, -3.48], [-4.45, -2.74, -2.89], [-3.49, -2.16, -3.67], [-3.16, -1.02, -3.59], [-2.98, -3.06, -4.53], [-5.10, -4.87, -2.51], [-2.82, -4.87, -3.54], [-3.67, -4.93, -5.11], [-5.65, -3.85, -4.13], [0.29, -7.50, 2.10], [1.26, -7.75, 0.96], [0.42, -7.69, -0.18], [-0.63, -6.88, 0.13], [-1.38, -6.41, -0.66], [-0.69, -6.67, 1.46], [1.82, -8.98, 1.03], [-0.18, -8.43, 2.42], [0.73, -6.99, 2.95], [2.05, -7.01, 0.87], [6.86, 5.13, 1.36], [5.96, 4.09, 1.99], [5.04, 3.81, 0.95], [5.66, 4.07, -0.24], [5.26, 3.72, -1.29], [6.80, 4.77, -0.03], [5.29, 4.57, 3.07], [6.44, 6.13, 1.49], [7.88, 5.11, 1.72], [6.47, 3.17, 2.27], [-4.67, 5.81, 1.45], [-4.17, 6.63, 0.28], [-2.77, 6.38, 0.32], [-2.58, 5.16, 0.88], [-1.58, 4.54, 0.85], [-3.72, 4.74, 1.49], [-4.39, 7.95, 0.45], [-4.62, 6.38, 2.38], [-5.68, 5.42, 1.31], [-4.56, 6.33, -0.69]],
  "mulliken_spin": [-0.0004, 0.0027, 0.0000, -0.0021, 0.0000, 0.0015, 0.0052, -0.0008, 0.0005, 0.0000, 0.0001, -0.0001, 0.0000, -0.0001, 0.0000, 0.0000, 0.0000, 0.0000, 0.0000, 0.0000, 0.0000, 0.0000, 0.0265, 0.0005, 0.0087, 0.0233, 0.3616, 0.5406, 0.0244, 0.0125, 0.0080, -0.0138, -0.0001, 0.0001, -0.0002, -0.0044, 0.0014, -0.0022, 0.0018, -0.0004, 0.0009, 0.0000, 0.0000, 0.0000, -0.0216, 0.0011, 0.0066, -0.0002, -0.0012, -0.0018, -0.0081, 0.0127, -0.0052, -0.0138, 0.0048, -0.0032, 0.0150, -0.0035, 0.0122, 0.0080, 0.0000, 0.0000, 0.0001, -0.0002, 0.0000, 0.0001, 0.0000, 0.0000, 0.0000, 0.0000, 0.0000, 0.0000, 0.0000, 0.0000, 0.0000, 0.0000, 0.0000, 0.0000, 0.0000, 0.0000, 0.0000, 0.0000, -0.0001, 0.0002, -0.0005, 0.0000, 0.0000, 0.0000, 0.0000, 0.0000, -0.0001, 0.0000, 0.0000, 0.0036, 0.0000, -0.0003, 0.0000, 0.0000, 0.0000, 0.0000]
}